Entry w
This record from the OMol25 dataset describes one molecule with the formula C3H5N3O. The level of theory is ωB97M-V with the def2-TZVPD basis set.

```
12
C3H5N3O (ωB97M-V with the def2-TZVPD basis set)
C 1.34 0.71 -0.05
C -0.78 0.40 0.58
C -0.14 -1.02 0.24
N -0.04 0.51 -1.51
N -0.01 1.23 -0.20
N 0.95 -0.56 -0.67
O 2.37 1.13 0.34
H -1.90 0.27 0.40
H -0.73 0.65 1.74
H 0.46 -1.57 1.05
H -0.67 -1.68 -0.34
H -0.86 -0.06 -1.60
```

As for the SMILES: O=c1n2[nH]n1CC2. As for the spin multiplicity: 1. As for the LUMO energy: 0.728 eV. The HOMO-LUMO gap comes out at 10.804 eV.



Entry x
This record from the OMol25 dataset describes C3H5N3O as an isolated structure. The level of theory is ωB97M-V with the def2-TZVPD basis set.

```
12
C3H5N3O (ωB97M-V with the def2-TZVPD basis set)
C 0.54 1.15 0.60
C -1.53 -1.25 -0.03
C 0.29 -0.74 -0.67
H 0.75 0.68 1.70
H 1.46 1.32 -0.12
H 0.06 2.26 0.74
H -2.53 -1.86 -0.09
H 1.77 0.41 -0.76
N -0.27 0.29 0.01
N -0.57 -1.67 -0.88
N 1.42 -0.41 -1.25
O -1.39 -0.17 0.76
```

As for the spin multiplicity: 1. As for the LUMO energy: 0.160 eV. The HOMO-LUMO gap comes out at 9.081 eV.



We find entry w to be the most stable, with the next structure 17.1 kcal/mol higher.



Entry w
This record from the OMol25 dataset describes one molecule with the formula C3H5N3O. The level of theory is ωB97M-V with the def2-TZVPD basis set.

```
12
C3H5N3O (ωB97M-V with the def2-TZVPD basis set)
N -2.02 -0.52 0.69
C -0.74 -0.18 0.29
N 0.35 -0.89 0.37
C 1.29 -0.11 -0.28
O 2.54 -0.55 -0.44
C 0.77 1.07 -0.70
N -0.58 1.10 -0.25
H -2.02 -1.40 1.17
H -2.62 -0.56 -0.13
H 2.59 -1.42 0.00
H 1.23 1.89 -1.25
H -0.61 1.37 0.77
```

As for the SMILES: Nc1nc(O)c[nH]1. As for the spin multiplicity: 1. As for the LUMO energy: 0.857 eV. The HOMO-LUMO gap comes out at 9.167 eV.



Entry x
This record from the OMol25 dataset describes C3H5N3O as an isolated structure. The level of theory is ωB97M-V with the def2-TZVPD basis set.

```
12
C3H5N3O (ωB97M-V with the def2-TZVPD basis set)
N 0.72 -1.13 -0.81
C -0.34 1.42 -0.24
N 0.10 -2.14 -0.12
N -1.34 0.85 0.48
C 1.06 -0.05 -0.24
C 1.26 1.04 0.41
O -0.45 2.33 -1.00
H 0.12 -2.98 -0.69
H 0.51 -2.35 0.79
H -2.27 1.21 0.29
H -1.24 -0.13 0.74
H 1.86 1.93 0.39
```

As for the spin multiplicity: 1. As for the LUMO energy: 0.826 eV. The HOMO-LUMO gap comes out at 9.378 eV.



We find entry w to be the most stable, with the next structure 65.8 kcal/mol higher.



Entry w
This record from the OMol25 dataset describes a 2-piece molecular cluster, C3H5N3O overall. The level of theory is ωB97M-V with the def2-TZVPD basis set.

```
12
C3H5N3O (ωB97M-V with the def2-TZVPD basis set)
O -2.90 0.70 -0.24
C -1.73 -0.04 0.01
C -0.57 0.71 -0.51
N 0.23 1.37 -1.02
N 2.93 0.49 -0.03
C 2.16 -0.42 0.21
N 1.33 -1.26 0.57
H -2.86 1.02 -1.15
H -1.74 -1.03 -0.46
H -1.64 -0.18 1.09
H 3.07 0.76 -1.00
H 1.72 -2.19 0.70
```

As for the SMILES: N#CCO.N=C=N. As for the spin multiplicity: 1. As for the LUMO energy: 0.719 eV. The HOMO-LUMO gap comes out at 11.276 eV.



Entry x
This record from the OMol25 dataset describes one molecule with the formula C3H5N3O. The level of theory is ωB97M-V with the def2-TZVPD basis set.

```
12
C3H5N3O (ωB97M-V with the def2-TZVPD basis set)
N -2.03 -0.02 -0.07
C -0.64 0.15 -0.24
C 0.31 0.00 -1.19
N 1.57 -0.03 -0.51
C 1.38 -0.07 0.86
O 2.15 -0.41 1.75
N 0.05 0.29 0.98
H -2.51 0.70 0.46
H -2.63 -0.47 -0.74
H 0.34 -0.04 -2.27
H 2.40 -0.44 -0.91
H -0.40 0.35 1.87
```

As for the SMILES: Nc1c[nH]c(=O)[nH]1. As for the spin multiplicity: 1. As for the LUMO energy: 0.777 eV. The HOMO-LUMO gap comes out at 8.552 eV.



We find entry x to be the most stable, with the next structure 36.7 kcal/mol higher.



Entry w
This record from the OMol25 dataset describes one molecule with the formula C3H5N3O. The level of theory is ωB97M-V with the def2-TZVPD basis set.

```
12
C3H5N3O (ωB97M-V with the def2-TZVPD basis set)
C 1.27 -0.98 -0.35
C 0.28 1.00 0.13
C -0.76 -0.22 -0.27
N 0.03 -1.33 -0.42
N 1.50 0.31 0.00
N -2.05 -0.35 0.22
O -0.48 0.91 -1.06
H 2.07 -1.68 -0.49
H 0.32 1.98 0.71
H 2.42 0.70 0.13
H -2.51 0.55 0.29
H -2.08 -0.86 1.10
```

As for the SMILES: N[C@]12N=CN[C@H]1O2. As for the spin multiplicity: 1. As for the LUMO energy: 0.888 eV. The HOMO-LUMO gap comes out at 9.210 eV.



Entry x
This record from the OMol25 dataset describes one molecule with the formula C3H5N3O. The level of theory is ωB97M-V with the def2-TZVPD basis set.

```
12
C3H5N3O (ωB97M-V with the def2-TZVPD basis set)
N -0.71 -1.47 1.27
C -0.22 -0.51 0.38
C 0.46 -0.65 -0.78
N 0.79 0.64 -1.22
C 0.32 1.60 -0.35
O 0.44 2.81 -0.42
N -0.31 0.86 0.64
H -1.72 -1.54 1.28
H -0.32 -2.38 1.05
H 0.54 -1.53 -1.40
H 1.55 0.86 -1.86
H -0.81 1.29 1.41
```

As for the SMILES: Nc1c[nH]c(=O)[nH]1. As for the spin multiplicity: 1. As for the LUMO energy: 0.767 eV. The HOMO-LUMO gap comes out at 8.576 eV.



We find entry x to be the most stable, with the next structure 49.0 kcal/mol higher.



Entry w
This record from the OMol25 dataset describes C3H5N3O as an isolated structure. The level of theory is ωB97M-V with the def2-TZVPD basis set.

```
12
C3H5N3O (ωB97M-V with the def2-TZVPD basis set)
N 2.15 0.20 -0.13
C 0.88 0.35 0.31
C -0.10 1.20 -0.06
N -1.34 0.67 -0.07
C -1.44 -0.72 0.16
O -2.53 -1.23 0.41
N -0.19 -1.22 0.07
H 2.10 -0.35 -0.98
H 2.86 -0.12 0.51
H 0.00 2.26 -0.32
H -2.18 1.21 -0.14
H -0.22 -2.24 0.25
```

As for the spin multiplicity: 1. As for the LUMO energy: 0.577 eV. The HOMO-LUMO gap comes out at 9.276 eV.



Entry x
This record from the OMol25 dataset describes one molecule with the formula C3H5N3O. The level of theory is ωB97M-V with the def2-TZVPD basis set.

```
12
C3H5N3O (ωB97M-V with the def2-TZVPD basis set)
C 0.01 0.58 0.22
C 1.14 -0.89 -1.16
C 1.95 -0.16 -0.58
H -2.50 0.08 1.92
H -2.50 1.10 0.96
H -0.88 -0.99 -0.39
H 1.22 -1.72 -1.86
H 3.03 0.19 -0.81
N -2.00 0.28 0.99
N -0.75 1.07 1.19
N -0.10 -0.41 -0.58
O 1.39 0.88 0.11
```

As for the SMILES: N/N=c1\[nH]cco1. As for the spin multiplicity: 1. As for the LUMO energy: 0.942 eV. The HOMO-LUMO gap comes out at 9.144 eV.



We find entry w to be the most stable, with the next structure 48.3 kcal/mol higher.



Entry w
This record from the OMol25 dataset describes a 2-piece molecular cluster, C3H7O3 overall. The level of theory is ωB97M-V with the def2-TZVPD basis set.

```
13
C3H7O3 (ωB97M-V with the def2-TZVPD basis set)
C -0.87 2.00 1.00
O -1.18 2.30 -0.40
H -2.05 1.88 -0.61
H -1.83 1.96 1.51
H -0.26 1.10 0.98
H -0.18 2.78 1.34
C 1.14 -2.11 -1.13
C 0.66 -1.35 0.20
O 1.38 -0.40 0.59
O -0.52 -1.57 0.58
H 1.06 -1.24 -1.78
H 0.50 -2.94 -1.38
H 2.15 -2.42 -0.89
```

Its total charge is -1. As for the spin multiplicity: 1. As for the LUMO energy: 4.028 eV. The HOMO-LUMO gap comes out at 7.865 eV.



Entry x
This record from the OMol25 dataset describes a 2-piece molecular cluster, C3H7O3 overall. The level of theory is ωB97M-V with the def2-TZVPD basis set.

```
13
C3H7O3 (ωB97M-V with the def2-TZVPD basis set)
O 0.05 0.68 1.29
C 0.54 -0.27 0.60
O 1.19 -1.26 0.98
C 0.52 -0.14 -0.98
C -0.01 -1.40 -1.65
H 0.10 0.83 -1.28
H 1.60 0.01 -1.11
H 0.74 -2.04 -2.12
H -0.51 -2.06 -0.94
H -0.78 -1.13 -2.39
H -0.93 1.38 0.41
H -2.48 1.71 0.59
O -1.72 2.02 0.14
```

Its total charge is -1. As for the spin multiplicity: 1. As for the LUMO energy: 4.265 eV. The HOMO-LUMO gap comes out at 8.740 eV.



Entry y
This record from the OMol25 dataset describes a 2-piece molecular cluster, C3H7O3 overall. The level of theory is ωB97M-V with the def2-TZVPD basis set.

```
13
C3H7O3 (ωB97M-V with the def2-TZVPD basis set)
C 1.79 1.51 -0.99
C 1.18 0.19 -0.30
O 0.05 0.35 0.16
O 1.82 -0.84 -0.29
H 2.74 1.81 -0.20
H 1.11 2.34 -0.89
H 2.21 1.25 -1.90
C -1.69 -1.50 0.72
O -2.52 -0.18 0.84
H -1.75 0.32 0.77
H -1.29 -1.77 1.75
H -2.52 -2.26 0.53
H -1.14 -1.21 -0.19
```

Its total charge is -1. As for the spin multiplicity: 1. As for the LUMO energy: 4.290 eV. The HOMO-LUMO gap comes out at 8.592 eV.



We find entry x to be the most stable, with the next structure 23.5 kcal/mol higher.